Entry 1:
Entry from the Open Molecules 2025 dataset: a cluster of 2 separate species, C14H16O2 in total (wB97M-V/def2-TZVPD).

```
32
Properties=species:S:1:pos:R:3:forces:R:3:lowdin_charge:R:1
O -4.10874 1.65862 1.51587 0.000 -0.411 0.272 -0.005
O -0.65507 -3.52772 -0.80403 -0.962 -0.452 -0.134 -0.033
C -0.06448 0.58056 1.43364 -0.166 0.536 1.076 -0.262
C -0.51732 1.78779 0.88117 0.495 -0.695 -0.154 -0.041
C 0.07131 -2.38035 -1.10549 0.416 -0.990 -0.249 -0.407
C -2.35984 0.12241 2.15918 1.191 -0.095 0.450 -0.017
C 2.15373 -1.15012 -1.22461 -0.230 0.199 -0.035 -0.173
C 2.15744 1.21181 -2.02768 0.030 0.366 -0.344 -0.103
C -2.76993 1.25533 1.50366 -0.544 0.683 -0.279 -0.330
C -0.59254 -1.43935 -1.86348 -0.162 0.981 -0.076 -0.095
C 0.11463 -0.22041 -2.19384 0.566 -0.180 0.599 -0.123
C -0.98997 -0.18549 2.11924 -0.300 -0.159 -0.354 -0.045
C 1.44277 -0.10165 -1.82176 0.358 0.135 -0.148 -0.396
C -1.85583 2.10320 0.87524 0.006 -0.194 0.079 -0.030
C 1.40524 0.31461 1.57778 0.250 -0.239 -0.483 -0.053
C 1.43545 -2.33818 -0.82783 -0.194 0.476 0.254 -0.108
H 1.87807 1.11515 2.14233 0.092 0.187 0.047 0.074
H -0.62735 -1.06642 2.62843 -0.065 -0.142 0.118 0.101
H -2.95536 -0.46717 2.84105 -0.561 0.029 -0.402 0.107
H 0.25099 2.42932 0.47451 -0.181 0.281 -0.282 0.110
H -4.37921 1.79570 0.60517 -0.001 0.056 -0.066 0.089
H -0.37778 0.68009 -2.53196 -0.318 -0.082 -0.225 0.069
H 1.87717 0.22682 0.59474 -0.042 0.172 0.125 0.040
H 2.73454 1.24887 -2.95844 -0.104 -0.111 -0.080 0.059
H -2.23019 3.01630 0.42796 0.069 0.031 0.002 0.109
H 1.91798 -3.15271 -0.30408 -0.012 -0.118 -0.061 0.064
H -0.43092 -3.98666 0.01284 0.600 0.610 -0.082 0.073
H 3.14560 -0.92432 -0.85155 0.134 -0.236 -0.033 0.069
H 1.45921 2.05691 -2.05080 -0.040 -0.124 -0.059 0.058
H 1.64498 -0.62872 2.07373 -0.339 0.023 0.068 0.075
H 2.88158 1.43458 -1.24555 0.060 -0.142 0.294 0.055
H -1.65615 -1.46878 -2.05544 -0.046 -0.395 0.161 0.071
```
Positions in Å, forces in eV/Å.

Values from the calculation:
total charge: -1
electronic energy: -18871.0576 eV
LUMO energy (spin up / spin down): 3.08 / 3.06 eV
energy relative to the best compared isomer or geometry (same formula, charge and spin): 9.5 kJ/mol
multiplicity: 2
M: 216.280 u
HOMO-LUMO gap (spin up / spin down): 2.549 / 6.708 eV
expectation value of S²: 0.761


Entry 2:
Entry from the Open Molecules 2025 dataset: the molecule C14H17ClN2O3S3 (wB97M-V/def2-TZVPD).

```
40
Properties=species:S:1:pos:R:3:forces:R:3:lowdin_charge:R:1
Cl -2.07659 -1.09611 -4.17368 -0.090 -0.087 -0.150 0.764
S 0.03045 -0.00940 0.53175 0.374 -0.312 -0.094 0.731
S -2.50911 1.50845 -0.03058 -0.013 -0.130 0.000 0.976
S 3.12371 -2.96687 -1.21159 -0.111 -0.067 0.324 0.648
O 4.16012 -2.00245 -1.45595 -0.161 0.361 0.112 -0.312
O 3.39225 -4.34420 -1.52314 -0.328 -0.157 0.051 -0.318
O -1.06705 2.63895 -2.38304 -0.048 0.227 -0.074 0.056
N -1.02806 1.78755 2.10624 -0.102 -0.044 -0.233 -0.202
N -0.03364 0.72087 -2.89091 0.602 0.120 -0.451 0.116
C -1.04307 1.43372 -2.31327 -0.070 -0.157 0.116 -0.576
C 0.75520 -3.39196 -2.57776 -0.052 -0.119 -0.015 -0.043
C 1.64362 -2.45099 -2.09515 0.509 -0.108 0.295 -0.278
C -1.96081 2.81174 2.53066 -0.459 0.415 0.077 -0.190
C 1.39913 -1.10112 -2.21490 -0.132 0.061 -0.112 -0.039
C -0.39805 -2.96623 -3.21308 0.034 0.040 0.077 -0.075
C -1.09609 1.11950 0.96397 -0.204 -0.018 -0.111 -1.013
C -2.09478 0.63562 -1.56276 -0.101 0.271 0.566 -0.440
C -0.44559 2.33301 4.30961 -0.019 0.083 -0.125 -0.160
C 0.02623 1.56745 3.07846 0.439 -0.216 0.363 -0.190
C -1.25304 3.48065 3.70561 -0.059 -0.088 0.043 -0.158
C -0.65919 -1.60819 -3.33096 0.291 0.077 0.053 -0.574
C 0.22331 -0.65489 -2.81229 -0.067 -0.375 0.069 -0.292
C 2.60464 -2.84806 0.52118 0.130 -0.016 -0.876 -0.118
H -1.95346 3.92227 4.41024 -0.019 0.075 -0.021 0.112
H 0.73885 1.29812 -3.20279 -0.196 0.006 0.023 0.167
H 2.15000 -1.87673 0.66991 -0.055 0.180 0.071 0.009
H 0.38459 2.67726 4.92134 0.016 -0.042 0.049 0.112
H 0.98890 -4.43875 -2.46963 -0.036 -0.155 -0.026 0.117
H -2.17269 3.49752 1.70671 -0.003 -0.028 0.073 0.107
H 0.15681 0.49679 3.25375 0.035 0.134 -0.052 0.101
H 3.48347 -2.96066 1.14368 0.225 -0.044 -0.028 0.070
H -1.09741 -3.67670 -3.62439 -0.054 -0.051 -0.040 0.110
H -1.09157 1.70055 4.91926 -0.001 -0.021 0.045 0.115
H -1.75864 -0.36791 -1.30324 -0.139 0.075 -0.097 0.035
H 2.12075 -0.39736 -1.83085 0.009 0.190 0.067 0.124
H -3.02280 0.60087 -2.13266 0.050 0.025 0.009 0.069
H -0.58225 4.25965 3.34268 -0.007 0.044 -0.018 0.118
H 1.89562 -3.64326 0.70881 -0.155 -0.124 0.023 0.069
H -2.90462 2.34788 2.84012 0.010 0.069 0.007 0.127
H 0.97086 1.96343 2.68863 -0.043 -0.095 0.013 0.126
```
Positions in Å, forces in eV/Å.

Values from the calculation:
electronic energy: -68945.2182 eV
LUMO energy: 0.36 eV
multiplicity: 1
M: 392.955 u
HOMO-LUMO gap: 8.979 eV


Entry 3:
Entry from the Open Molecules 2025 dataset: a structure of composition C14H17CrIN2O2 (wB97M-V/def2-TZVPD).

```
37
Properties=species:S:1:pos:R:3:forces:R:3:lowdin_charge:R:1
I 1.15618 -2.58259 1.88127 1.141 -1.351 -0.759 0.511
Cr 0.14715 -0.59598 0.76115 -0.093 1.726 0.670 0.258
O 1.49690 1.18029 -1.18948 0.211 0.192 0.237 -0.022
O 2.17717 1.69662 0.86342 0.436 0.346 0.128 -0.130
N -1.32963 0.45815 -0.25371 -1.100 0.699 -0.457 -0.002
N 0.38692 -1.29382 -1.13343 0.312 -0.509 -2.553 -0.054
C 1.66105 -2.39840 -2.82241 0.095 0.244 -0.266 -0.030
C -3.05990 1.92258 -1.89302 0.340 -0.178 0.218 -0.039
C 0.23419 -1.56576 4.59821 -0.419 -0.621 0.808 -0.324
C 1.44471 0.95676 0.01229 -0.615 -0.222 -0.062 -0.491
C -2.23385 0.94495 -2.43526 0.160 -0.365 0.143 0.012
C 1.51657 -1.92223 -1.52235 -0.878 -0.151 -0.145 -0.145
C -2.98168 2.18941 -0.52413 0.129 -0.155 0.388 -0.043
C -0.99769 -0.71993 4.31766 -0.203 0.055 0.763 -0.188
C 3.09147 2.62738 0.25320 0.019 -0.109 0.165 -0.079
C 0.73295 -2.00294 -3.79542 0.044 0.120 0.358 -0.037
C -0.47241 -0.81383 -2.07909 1.888 -1.123 -0.252 -0.201
C -0.29009 -1.12403 -3.43242 -0.055 0.065 0.567 0.005
C -2.09488 1.45446 0.26989 0.120 -0.581 -0.739 -0.072
C -1.41129 0.18625 -1.59377 -0.526 1.212 1.131 -0.181
H 2.52685 -3.02919 -3.05790 -0.432 0.375 -0.036 0.116
H 0.83604 -2.32245 -4.83253 0.023 0.098 0.289 0.112
H -1.98267 1.63714 1.34982 -0.037 -0.080 -0.665 0.128
H -0.83803 0.30453 4.65058 -0.058 0.174 -0.187 0.062
H 1.16367 -1.03136 4.40746 -0.044 -0.195 -0.145 0.038
H -3.74538 2.47318 -2.53100 0.167 -0.003 0.119 0.114
H -3.59203 2.96496 -0.05556 0.212 -0.283 -0.226 0.112
H -0.93174 -0.62511 -4.15206 0.187 -0.455 -0.133 0.102
H 3.58242 3.11736 1.09108 0.031 0.058 -0.092 0.083
H 2.56985 3.35681 -0.37321 0.070 -0.170 0.080 0.085
H 3.82421 2.07924 -0.34685 -0.118 0.184 0.008 0.089
H -1.81975 -1.10034 4.92671 -0.197 0.006 -0.167 0.062
H -2.17408 0.75105 -3.50817 -0.357 0.181 0.425 0.110
H 0.19196 -2.48078 3.99755 0.038 0.567 0.757 -0.122
H 2.30475 -2.04918 -0.76452 -0.707 -0.196 -0.330 0.070
H 0.25346 -1.92525 5.63951 -0.083 0.468 -0.061 0.068
H -1.34336 -0.71800 3.27651 0.297 -0.023 0.017 0.020
```
Positions in Å, forces in eV/Å.

Values from the calculation:
electronic energy: -58390.4746 eV
LUMO energy (spin up / spin down): -0.77 / -0.92 eV
energy relative to the best compared isomer or geometry (same formula, charge and spin): 89.4 kJ/mol
multiplicity: 5
M: 424.202 u
HOMO-LUMO gap (spin up / spin down): 5.869 / 6.990 eV
expectation value of S²: 6.042


Please write out number 1 again, unchanged.
Entry from the Open Molecules 2025 dataset: a cluster of 2 separate species, C14H16O2 in total (wB97M-V/def2-TZVPD).

```
32
Properties=species:S:1:pos:R:3:forces:R:3:lowdin_charge:R:1
O -4.10874 1.65862 1.51587 0.000 -0.411 0.272 -0.005
O -0.65507 -3.52772 -0.80403 -0.962 -0.452 -0.134 -0.033
C -0.06448 0.58056 1.43364 -0.166 0.536 1.076 -0.262
C -0.51732 1.78779 0.88117 0.495 -0.695 -0.154 -0.041
C 0.07131 -2.38035 -1.10549 0.416 -0.990 -0.249 -0.407
C -2.35984 0.12241 2.15918 1.191 -0.095 0.450 -0.017
C 2.15373 -1.15012 -1.22461 -0.230 0.199 -0.035 -0.173
C 2.15744 1.21181 -2.02768 0.030 0.366 -0.344 -0.103
C -2.76993 1.25533 1.50366 -0.544 0.683 -0.279 -0.330
C -0.59254 -1.43935 -1.86348 -0.162 0.981 -0.076 -0.095
C 0.11463 -0.22041 -2.19384 0.566 -0.180 0.599 -0.123
C -0.98997 -0.18549 2.11924 -0.300 -0.159 -0.354 -0.045
C 1.44277 -0.10165 -1.82176 0.358 0.135 -0.148 -0.396
C -1.85583 2.10320 0.87524 0.006 -0.194 0.079 -0.030
C 1.40524 0.31461 1.57778 0.250 -0.239 -0.483 -0.053
C 1.43545 -2.33818 -0.82783 -0.194 0.476 0.254 -0.108
H 1.87807 1.11515 2.14233 0.092 0.187 0.047 0.074
H -0.62735 -1.06642 2.62843 -0.065 -0.142 0.118 0.101
H -2.95536 -0.46717 2.84105 -0.561 0.029 -0.402 0.107
H 0.25099 2.42932 0.47451 -0.181 0.281 -0.282 0.110
H -4.37921 1.79570 0.60517 -0.001 0.056 -0.066 0.089
H -0.37778 0.68009 -2.53196 -0.318 -0.082 -0.225 0.069
H 1.87717 0.22682 0.59474 -0.042 0.172 0.125 0.040
H 2.73454 1.24887 -2.95844 -0.104 -0.111 -0.080 0.059
H -2.23019 3.01630 0.42796 0.069 0.031 0.002 0.109
H 1.91798 -3.15271 -0.30408 -0.012 -0.118 -0.061 0.064
H -0.43092 -3.98666 0.01284 0.600 0.610 -0.082 0.073
H 3.14560 -0.92432 -0.85155 0.134 -0.236 -0.033 0.069
H 1.45921 2.05691 -2.05080 -0.040 -0.124 -0.059 0.058
H 1.64498 -0.62872 2.07373 -0.339 0.023 0.068 0.075
H 2.88158 1.43458 -1.24555 0.060 -0.142 0.294 0.055
H -1.65615 -1.46878 -2.05544 -0.046 -0.395 0.161 0.071
```
Positions in Å, forces in eV/Å.

Values from the calculation:
total charge: -1
electronic energy: -18871.0576 eV
LUMO energy (spin up / spin down): 3.08 / 3.06 eV
energy relative to the best compared isomer or geometry (same formula, charge and spin): 9.5 kJ/mol
multiplicity: 2
M: 216.280 u
HOMO-LUMO gap (spin up / spin down): 2.549 / 6.708 eV
expectation value of S²: 0.761


Q: electronic energy of number 1 (C14H16O2)?
A: -18871.0576 eV